Record 1
The following is a quantum chemistry calculation of a cluster of 2 separate species, C2H3IO in total in a non-equilibrium geometry, from the OMol25 dataset.

- Kohn-Sham gap (eV) = 9.1765
- E (eV) = -12268.1263
- energy above the lowest of the compared OMol25 structures with the same formula, charge and spin (eV) = 2.271

```
7
Properties=species:S:1:pos:R:3:forces:R:3
C 0.676 1.047 -0.159 -1.0 -3.5 -0.2
C -0.348 -0.761 0.246 1.5 4.1 -1.0
O 1.831 1.008 -0.364 0.2 -0.3 0.4
I -2.301 -0.916 -0.302 -0.9 0.2 -0.3
H 0.087 1.911 -0.381 -1.1 0.8 0.2
H 0.258 -1.396 -0.301 1.1 -1.2 -1.2
H -0.203 -0.893 1.261 0.1 -0.2 2.0
```
Forces are in eV/Å.

=====

Record 2
The following is a quantum chemistry calculation of a structure of composition C36H54ClF3N4O3PReSSe2 in a non-equilibrium geometry, from the OMol25 dataset.

- Kohn-Sham gap (spin up / spin down) (eV) = 6.2254 / 6.4776
- total charge = +1
- ⟨S²⟩ = 0.771
- E (eV) = -223929.7434
- energy above the lowest of the compared OMol25 structures with the same formula, charge and spin (eV) = 0.315
- multiplicity = 2

```
106
Properties=species:S:1:pos:R:3:forces:R:3
Re 0.107 -0.221 0.176 0.2 0.9 -3.7
F 0.266 -4.789 -3.288 -0.1 0.1 -0.1
C 0.364 -4.922 -1.953 0.3 -0.4 -0.3
F 1.650 -4.721 -1.646 0.0 0.1 0.2
F 0.097 -6.204 -1.673 -0.2 -0.1 0.1
C -0.576 -3.993 -1.243 -0.2 0.0 0.1
C -1.866 -4.401 -0.938 0.4 0.3 0.0
C -2.711 -3.527 -0.265 0.0 0.2 0.0
C -2.273 -2.244 0.006 -0.6 -0.2 0.1
N -1.059 -1.830 -0.342 0.1 -0.8 -0.2
C -0.187 -2.693 -0.921 -0.3 -0.3 -0.2
S 1.327 -1.910 -1.149 -0.2 1.0 1.1
H -2.196 -5.389 -1.221 0.0 -0.1 0.1
H -3.697 -3.842 0.034 -0.1 0.1 0.0
H -2.911 -1.519 0.501 0.1 0.0 0.0
C 4.793 -0.792 2.793 -0.1 -0.1 -0.4
Se 3.500 -1.728 1.636 0.4 -0.3 0.4
C 4.744 -2.214 0.196 -0.2 0.1 0.3
C 5.331 -1.011 -0.506 -0.2 0.3 -0.3
Se 3.899 0.138 -1.248 0.6 0.2 -0.2
C 4.763 1.870 -0.935 -0.2 -0.3 0.0
H 5.700 -1.389 2.860 0.0 0.0 0.1
H 4.356 -0.686 3.784 0.0 -0.1 0.0
H 5.020 0.194 2.388 0.0 0.0 0.0
H 4.150 -2.821 -0.493 0.1 0.0 0.1
H 5.530 -2.841 0.630 -0.1 0.1 -0.1
H 5.964 -1.337 -1.335 0.0 0.1 0.1
H 5.915 -0.381 0.169 0.0 -0.1 -0.1
H 5.805 1.836 -1.240 0.0 0.0 0.0
H 4.673 2.139 0.115 0.1 0.0 0.0
H 4.233 2.597 -1.545 0.0 0.1 0.0
C -3.902 -3.060 5.405 0.0 0.0 0.0
C -2.580 -3.697 5.118 0.2 0.2 -0.1
C -2.351 -5.046 5.307 0.2 0.0 -0.1
C -1.088 -5.580 5.080 0.1 0.3 -0.1
Cl -0.809 -7.261 5.365 0.0 -0.2 0.0
C -0.052 -4.778 4.635 -0.2 -0.3 0.1
C -0.275 -3.429 4.416 -0.1 0.4 0.0
C -1.527 -2.886 4.663 0.0 -0.7 0.2
O -1.869 -1.570 4.514 -0.2 0.2 -0.1
C -0.908 -0.630 4.126 0.1 0.2 0.0
C -0.671 -0.594 2.612 -0.9 0.4 1.7
O -1.241 0.299 1.936 0.5 0.2 -1.0
O 0.134 -1.380 2.069 0.6 -0.2 -1.2
H -4.638 -3.796 5.712 -0.1 -0.1 0.0
H -4.264 -2.529 4.526 -0.1 0.0 0.0
H -3.788 -2.322 6.199 -0.1 0.0 0.0
H -3.151 -5.689 5.637 -0.1 -0.1 0.1
H 0.923 -5.202 4.456 0.1 0.0 0.0
H 0.539 -2.829 4.041 0.0 0.1 -0.1
H 0.052 -0.810 4.628 -0.1 0.1 0.0
H -1.310 0.345 4.425 0.2 -0.2 -0.1
C -1.661 3.191 -0.229 0.1 -0.1 -0.1
C -2.306 2.662 -1.512 0.4 -0.3 -0.1
C -2.997 3.801 -2.257 0.2 -0.1 -0.1
C -3.333 1.624 -1.062 0.0 0.0 0.0
P -0.957 1.716 -2.495 -0.6 0.7 -1.1
N -0.149 0.876 -1.429 0.4 -1.9 3.8
C 0.243 2.931 -3.398 -0.3 -0.3 0.2
C 0.586 4.134 -2.516 -0.2 -0.1 0.1
C 1.537 2.153 -3.657 0.0 -0.2 0.1
C -0.338 3.503 -4.693 -0.1 -0.2 0.0
C -1.734 0.540 -3.816 0.1 0.3 0.4
C -0.630 0.068 -4.766 0.0 0.1 0.1
C -2.879 1.181 -4.597 0.1 0.1 0.1
C -2.219 -0.731 -3.120 0.1 0.1 0.1
H -2.443 3.603 0.404 -0.1 0.1 0.1
H -0.932 3.973 -0.403 0.1 0.1 0.0
H -1.185 2.376 0.314 0.0 0.1 0.1
H -3.807 4.172 -1.628 -0.1 0.0 0.0
H -3.425 3.476 -3.200 -0.1 0.0 -0.1
H -2.326 4.633 -2.448 0.0 0.1 -0.1
H -3.978 2.070 -0.305 0.0 0.1 0.1
H -2.817 0.779 -0.605 -0.1 -0.1 0.0
H -3.967 1.288 -1.876 0.0 -0.1 -0.1
H 1.125 3.834 -1.624 0.0 0.1 0.1
H -0.296 4.704 -2.241 0.0 0.1 0.1
H 1.234 4.802 -3.084 0.1 -0.1 0.0
H 1.735 1.456 -2.836 0.2 0.1 -0.1
H 2.377 2.841 -3.736 0.1 0.1 0.0
H 1.494 1.592 -4.584 0.0 -0.1 0.0
H -1.266 4.040 -4.510 -0.1 0.1 0.0
H -0.520 2.752 -5.454 0.0 -0.1 0.0
H 0.376 4.212 -5.111 0.1 0.0 0.0
H -0.333 0.824 -5.485 0.1 0.0 0.0
H -1.004 -0.784 -5.333 -0.1 -0.1 0.0
H 0.234 -0.266 -4.195 0.2 -0.1 -0.1
H -2.617 2.154 -4.998 0.0 0.1 -0.1
H -3.778 1.289 -3.994 -0.1 0.0 0.0
H -3.125 0.532 -5.437 0.0 -0.1 -0.1
H -1.372 -1.223 -2.651 0.0 -0.1 0.0
H -2.632 -1.404 -3.871 0.0 0.0 -0.1
H -2.988 -0.564 -2.376 -0.1 0.0 0.1
N 1.625 4.368 3.837 0.1 0.3 0.1
C 1.679 3.349 2.964 0.0 -0.4 -0.4
C 1.634 3.541 1.570 0.1 0.0 0.3
C 1.496 2.455 0.746 -0.1 -0.1 -0.1
N 1.388 1.189 1.182 0.2 0.2 0.4
C 1.657 0.998 2.484 0.2 0.2 0.4
C 1.808 2.016 3.389 0.0 0.2 -0.1
H 1.440 5.298 3.504 0.0 0.0 0.1
H 1.574 4.194 4.826 0.0 0.1 -0.1
H 1.674 4.537 1.158 0.0 0.1 -0.1
H 1.425 2.550 -0.327 -0.1 0.1 0.0
H 1.755 -0.023 2.830 -0.1 0.1 -0.1
H 1.984 1.793 4.429 0.0 -0.1 0.1
```
Forces are in eV/Å.

=====

Record 3
The following is a quantum chemistry calculation of a structure of composition C6H10O, from the OMol25 dataset.

- Kohn-Sham gap (spin up / spin down) (eV) = 7.3887 / 7.7574
- E (eV) = -8425.7103
- energy above the lowest of the compared OMol25 structures with the same formula, charge and spin (eV) = 5.530

```
17
Properties=species:S:1:pos:R:3:forces:R:3
O 2.318 -0.679 -0.196 0.1 -0.2 0.0
C 1.063 -0.193 0.035 -0.2 -0.1 0.2
C 0.002 -1.236 0.373 0.0 0.0 0.0
C -1.344 -0.536 0.167 0.0 0.0 0.0
C -1.090 0.436 -0.983 -0.3 -0.1 -0.1
C 0.145 2.054 0.271 0.1 0.0 0.3
C 1.016 1.132 0.667 0.1 0.0 -0.2
H 2.302 -1.645 -0.198 0.0 0.1 0.0
H 0.204 0.370 -0.970 0.0 0.1 0.0
H 0.134 -1.670 1.373 0.0 0.1 -0.1
H 0.102 -2.052 -0.360 0.0 0.1 0.1
H -1.626 0.014 1.068 0.0 -0.1 -0.1
H -2.143 -1.253 -0.055 0.1 0.1 0.0
H -1.136 -0.073 -1.959 0.0 0.1 0.1
H -1.757 1.289 -1.025 0.1 -0.1 0.0
H -0.123 2.907 0.910 0.0 -0.2 -0.1
H 1.798 1.317 1.408 -0.2 0.0 -0.1
```
Forces are in eV/Å.

=====

Record 4
The following is a quantum chemistry calculation of the molecule C6H10O2 in a non-equilibrium geometry, from the OMol25 dataset.

- Kohn-Sham gap (eV) = 9.8955
- structure (SMILES) = CO[C@]12CCO[C@@H]1C2
- E (eV) = -10471.2592
- energy above the lowest of the compared OMol25 structures with the same formula, charge and spin (eV) = 7.911

```
18
Properties=species:S:1:pos:R:3:forces:R:3
C 2.353 -0.553 -0.209 -1.7 1.8 1.8
O 0.916 -0.370 -0.682 3.3 1.1 2.6
C 0.430 0.269 0.556 -2.9 -3.2 -0.7
C -0.470 -1.029 1.080 -1.4 1.6 1.1
C -1.455 -1.041 -0.274 -2.6 -2.9 -1.4
O -1.600 0.345 -0.809 1.7 -2.0 1.2
C -0.830 0.956 0.197 -2.5 3.9 -1.3
C 0.376 1.797 0.163 2.1 -1.2 -2.7
H 2.374 -1.255 0.626 -0.3 -0.4 -0.2
H 2.740 -0.996 -1.069 1.7 -0.2 -1.2
H 2.839 0.420 0.388 -1.1 -2.1 -2.6
H -1.060 -0.690 2.041 0.9 -0.7 -2.0
H -0.001 -2.010 1.347 0.0 0.9 -0.8
H -1.158 -1.759 -1.140 0.6 1.5 1.5
H -2.575 -1.542 -0.216 2.4 1.7 1.0
H -1.613 1.383 0.887 1.5 -0.9 0.5
H 0.467 2.576 0.911 0.2 0.2 -0.4
H 1.035 1.694 -0.919 -1.9 1.1 3.5
```
Forces are in eV/Å.

=====

Record 5
The following is a quantum chemistry calculation of a structure of composition C5H10NO in a non-equilibrium geometry, from the OMol25 dataset.

- Kohn-Sham gap (eV) = 11.9416
- total charge = +1
- E (eV) = -8875.0193
- energy above the lowest of the compared OMol25 structures with the same formula, charge and spin (eV) = 3.561

```
17
Properties=species:S:1:pos:R:3:forces:R:3
C 2.761 1.404 0.317 0.4 0.7 0.3
C -2.526 0.790 0.355 5.0 -1.2 2.2
C 1.180 -1.893 0.171 -2.3 -0.9 0.9
C -1.142 0.773 -0.453 -3.1 -1.8 0.1
C 0.672 -0.659 -0.405 -0.1 -1.0 -1.1
N 2.165 0.581 -0.185 -0.5 -0.4 -0.1
O -0.332 -0.191 0.212 0.9 0.6 1.2
H 3.288 2.205 0.794 0.2 0.0 0.0
H -2.693 -0.280 0.416 -1.0 0.2 0.4
H -2.427 1.323 1.382 -0.2 -1.0 -1.9
H -3.046 1.295 -0.327 -3.3 1.9 -2.1
H 0.768 -1.982 1.158 0.2 0.4 1.0
H 2.189 -2.130 0.208 1.8 -0.3 -0.6
H 0.534 -2.668 -0.270 0.7 -0.1 -0.6
H -0.736 1.744 -0.425 1.1 1.0 -0.4
H -1.309 0.266 -1.457 0.0 1.5 0.8
H 0.653 -0.581 -1.491 0.4 0.5 0.0
```
Forces are in eV/Å.

=====

Record 6
The following is a quantum chemistry calculation of the molecule C3H3N3 in a non-equilibrium geometry, from the OMol25 dataset.

- Kohn-Sham gap (eV) = 11.4807
- structure (SMILES) = N#CC(N)C#N
- E (eV) = -7628.5707
- energy above the lowest of the compared OMol25 structures with the same formula, charge and spin (eV) = 0.979

```
9
Properties=species:S:1:pos:R:3:forces:R:3
N -1.803 -0.368 -1.931 0.8 -0.1 0.8
C -1.045 -0.184 -1.079 -0.7 -0.1 -0.8
C -0.115 0.291 -0.038 -0.1 0.2 -0.1
N 1.266 0.008 -0.371 0.1 0.0 0.0
C -0.548 -0.108 1.330 -0.2 -0.2 0.9
N -0.808 -0.336 2.434 0.3 0.2 -1.2
H -0.278 1.373 -0.107 0.2 0.1 0.3
H 1.894 0.285 0.377 -0.2 0.0 -0.1
H 1.438 -0.960 -0.614 -0.2 0.0 0.2
```
Forces are in eV/Å.

=====

Record 7
The following is a quantum chemistry calculation of a cluster of 2 separate species, C6H12FNO2S in total in a non-equilibrium geometry, from the OMol25 dataset.

- Kohn-Sham gap (eV) = 9.0261
- structure (SMILES) = C=CS(=O)(=O)F.C1CCNC1
- E (eV) = -25551.6324
- energy above the lowest of the compared OMol25 structures with the same formula, charge and spin (eV) = 1.187

```
23
Properties=species:S:1:pos:R:3:forces:R:3
C -2.411 -0.367 1.049 1.1 1.5 2.1
C -1.079 -0.651 1.282 -0.9 -0.3 0.3
S 0.191 0.523 1.075 0.5 -1.0 -0.8
O 0.520 1.273 2.258 -0.5 -0.7 -1.1
O 0.042 1.142 -0.208 0.1 0.3 0.6
F 1.446 -0.509 0.913 -0.8 0.7 0.2
H -3.148 -0.658 1.825 0.5 -0.1 -1.0
H -2.627 0.509 0.440 0.1 0.3 0.8
H -0.791 -1.529 1.849 0.1 0.4 0.3
C -5.266 -3.066 -0.484 -0.4 -0.1 0.1
C -5.989 -1.787 -0.966 -0.3 -0.2 0.2
C -4.949 -0.664 -0.970 0.5 -0.1 -0.2
N -3.687 -1.192 -0.327 -0.6 -1.4 -2.1
C -3.808 -2.691 -0.221 0.3 0.6 -0.5
H -5.735 -3.445 0.426 0.0 0.1 0.0
H -5.351 -3.875 -1.215 0.1 0.2 0.1
H -6.448 -1.934 -1.952 0.3 0.1 0.2
H -6.820 -1.540 -0.297 0.2 0.0 0.0
H -4.711 -0.397 -2.010 -0.1 0.2 0.3
H -5.316 0.221 -0.442 0.2 -0.1 -0.1
H -2.935 -0.999 -0.994 -0.4 -0.2 0.2
H -3.475 -3.010 0.772 0.1 0.0 -0.2
H -3.163 -3.125 -0.997 -0.1 -0.1 0.5
```
Forces are in eV/Å.

=====

Record 8
The following is a quantum chemistry calculation of a structure of composition C4H6ORh in a non-equilibrium geometry, from the OMol25 dataset.

- Kohn-Sham gap (spin up / spin down) (eV) = 6.4458 / 6.9885
- ⟨S²⟩ = 8.768
- E (eV) = -9291.5986
- energy above the lowest of the compared OMol25 structures with the same formula, charge and spin (eV) = 0.000
- multiplicity = 6

```
12
Properties=species:S:1:pos:R:3:forces:R:3
O 1.128 -1.742 0.583 -1.3 -0.5 4.4
C 0.334 -1.205 1.486 -1.1 -0.2 -2.2
C 0.073 0.165 1.562 1.3 -0.9 0.5
H -0.395 -1.885 1.964 0.6 0.0 -0.1
H 0.971 0.795 1.491 -0.9 0.2 -0.3
H -0.848 0.487 2.056 0.6 0.1 -0.1
Rh 1.715 -1.023 -1.068 0.3 1.7 -2.4
C 0.089 0.717 -0.947 0.0 0.8 -0.2
C -0.895 0.673 -1.862 0.3 -0.8 -0.2
H 0.369 1.738 -0.634 0.2 -0.5 0.0
H -1.240 -0.285 -2.272 -0.1 0.3 0.2
H -1.301 1.564 -2.361 0.2 -0.2 0.3
```
Forces are in eV/Å.